The following is a quantum chemistry calculation of an isolated molecule of C2H6IOP, from the Open Molecules 2025 dataset.

Geometry as XYZ:
```
11
Properties=species:S:1:pos:R:3:forces:R:3:mulliken_charge:R:1
C -1.2748 -0.7741 0.3355 0.090 -1.494 -0.088 -0.83
P -0.2297 0.5495 1.1260 0.464 -0.712 -0.911 0.09
C 0.9986 0.4659 -0.3184 -0.403 2.742 -1.442 -0.44
O 0.5859 1.0686 -1.6353 1.291 -1.729 2.027 -0.44
I 2.8864 1.4993 0.1336 -0.621 -0.623 0.055 -0.02
H -2.2498 -0.3802 -0.0272 0.689 -0.591 0.151 0.27
H -1.3964 -1.5743 1.1482 -0.358 1.143 -1.287 0.31
H -0.6526 -1.2833 -0.5017 -1.441 0.835 1.214 0.26
H 0.4428 -0.5109 1.7953 0.398 0.649 0.209 0.05
H 1.1343 -0.5648 -0.5087 0.908 -0.854 -0.261 0.44
H -0.2448 1.5042 -1.5472 -1.017 0.634 0.333 0.30
```
Forces are in eV/Å.

## Properties
- relative energy (zero: lowest compared OMol25 entry of this formula, charge and spin) (kJ/mol) = 236.48
- highest occupied orbital energy (eV) = -9.428
- gap between HOMO and LUMO (eV) = 9.8
- SMILES string = CP[C@@H](O)I
- charge = 0

The following is a quantum chemistry calculation of a structure of composition C35H87BaN5O12Zn, from the Open Molecules 2025 dataset.

Geometry as XYZ:
```
141
Properties=species:S:1:pos:R:3:forces:R:3:mulliken_charge:R:1
Ba -4.6279 1.5751 -0.2098 2.395 1.200 0.826 1.46
Zn -1.5772 3.9109 0.9187 -0.263 -0.347 0.213 -0.09
C -5.3680 6.1436 0.7461 1.557 -0.137 0.512 -1.11
C -4.5293 4.9679 1.4326 -0.871 0.540 -0.324 -0.56
O -3.6044 4.2343 0.6765 -0.706 -0.482 -0.450 -0.18
H -5.6113 5.9603 -0.3004 -0.202 -0.297 0.074 0.25
H -4.8251 7.0886 0.7652 0.387 -0.022 -0.174 0.27
H -6.2477 6.3821 1.3440 -0.235 -0.446 -0.103 0.39
H -5.3357 4.3321 1.7978 -0.369 -0.800 0.128 0.14
H -4.1049 5.3310 2.3686 0.312 0.372 -0.004 0.31
C -1.1406 -0.1012 -0.9119 -0.213 0.247 0.291 0.39
C -0.8155 0.9817 0.1112 1.756 1.412 0.488 0.83
C 0.6451 1.5361 -0.0536 -1.035 -0.458 -0.635 -0.88
O -1.7284 2.0164 0.1455 -2.157 0.295 -0.732 -0.26
H -2.1054 -0.5109 -0.6129 -0.276 -0.055 -0.175 -0.26
H -0.4540 -0.9476 -0.9259 0.314 0.110 0.129 0.01
H -1.1967 0.3146 -1.9179 -0.087 0.058 -0.059 0.17
H -0.7904 0.5377 1.1063 -0.055 -0.599 0.351 -0.71
H 0.8364 1.9522 -1.0428 -0.046 -0.774 -0.644 0.54
H 1.2155 0.6385 0.1855 0.919 0.573 -0.119 -0.55
H 0.9053 2.4352 0.5050 -0.280 -0.491 1.066 0.24
C 2.3181 7.9009 -1.5826 0.537 -0.185 0.496 -0.80
O 0.9564 7.4387 -1.5514 1.188 -1.114 -1.660 -0.28
C 0.4222 7.1487 -0.2646 -0.345 1.292 0.092 -1.00
C -1.0365 6.6347 -0.3880 2.382 0.539 -0.076 -0.53
N -1.0846 5.1995 -0.8272 -0.264 2.554 0.211 0.15
C -2.1822 4.9998 -1.7576 -0.785 -1.877 -1.967 0.22
C -1.7716 5.0998 -3.2369 -0.803 -0.154 0.778 -0.63
O -2.9761 4.9515 -4.0405 0.842 0.855 1.462 -0.28
C -2.7685 5.6041 -5.2663 0.815 -1.672 -1.310 -0.91
H 3.0563 7.1324 -1.3533 -0.314 -0.404 0.860 0.32
H 2.4833 8.7759 -0.9539 -0.251 -0.096 0.491 0.30
H 2.7713 8.2113 -2.5242 -1.448 0.045 -0.812 0.28
H 0.3863 8.1846 0.0727 -0.433 -0.192 1.463 0.55
H 1.0017 6.5253 0.4163 0.521 -0.125 -0.314 0.41
H -1.3185 7.3230 -1.1848 -1.315 -0.159 0.169 0.36
H -1.4352 6.7828 0.6156 -0.715 0.010 -0.387 0.23
H -0.2483 5.2103 -1.3935 0.480 -0.933 -0.125 0.32
H -3.1194 5.5562 -1.7478 0.425 0.576 1.189 0.21
H -2.4689 3.9612 -1.5923 -0.393 -0.175 -0.182 -0.36
H -1.0544 4.3065 -3.4479 0.123 -0.065 -0.433 0.41
H -1.2986 6.0705 -3.3857 0.007 0.149 -0.343 0.55
H -1.9097 5.0755 -5.6800 0.446 0.269 -0.570 0.38
H -2.4978 6.6600 -5.2751 -0.549 0.158 0.496 0.31
H -3.5639 5.3184 -5.9547 -0.353 0.580 0.252 0.29
C 4.7703 1.3271 2.2803 1.257 1.224 -0.339 -0.93
O 3.8603 0.9392 3.2659 -1.714 0.738 -0.623 -0.27
C 2.8860 2.0227 3.4812 1.202 0.731 -0.333 -0.92
C 1.4939 1.5651 3.6790 -0.661 -0.771 0.530 0.55
N 1.4326 0.5575 4.6830 -0.174 -0.360 1.237 -0.44
C 0.3597 -0.4005 4.6014 1.641 -0.448 0.461 -0.88
C 0.9833 -1.6502 3.8959 -1.271 -0.549 1.042 0.19
O 2.3399 -1.8796 4.2937 0.294 -0.364 0.127 -0.48
C 2.9395 -3.1152 3.8056 -0.859 0.566 -0.422 -0.16
H 5.6353 0.6752 2.1584 -0.264 -0.434 0.575 0.29
H 5.1630 2.3132 2.5280 0.431 0.195 0.342 0.50
H 4.4386 1.5175 1.2596 -1.053 -0.489 -0.095 0.29
H 2.7906 2.7268 2.6545 0.612 -0.236 -0.691 0.43
H 3.2750 2.6714 4.2659 -0.071 -0.348 0.556 0.35
H 1.0721 1.2579 2.7221 0.015 -0.368 -0.466 -0.42
H 0.8233 2.3505 4.0277 0.310 0.682 -0.260 0.27
H 2.2305 -0.0612 4.7106 0.767 0.796 -0.111 0.44
H -0.5362 0.0226 4.1470 0.038 -0.291 -0.403 0.10
H 0.1034 -0.7109 5.6144 -0.226 0.042 0.134 0.47
H 0.8053 -1.5155 2.8290 0.515 -0.513 -0.366 -0.09
H 0.4055 -2.4519 4.3559 -0.277 -0.671 -0.855 0.47
H 2.7262 -3.0904 2.7369 0.387 -0.604 0.018 -0.21
H 2.5978 -4.0457 4.2589 -1.075 0.167 0.146 0.29
H 4.0038 -3.2400 4.0051 0.133 1.256 -0.079 0.34
C -3.9798 1.5380 -3.9189 -0.202 1.497 1.341 -0.81
O -4.0023 0.7371 -2.6859 -0.168 -0.644 -1.205 -0.06
C -4.5751 -0.5294 -2.9853 -0.698 -2.502 0.352 -0.93
C -4.3197 -1.6560 -1.9602 1.021 1.118 0.773 -0.38
N -4.8404 -1.2652 -0.6374 0.650 -0.239 0.180 -0.05
C -4.4576 -2.2142 0.4306 -0.118 0.625 0.119 -0.34
C -4.6620 -1.5250 1.8288 0.912 -1.063 -3.758 -0.85
O -3.6540 -0.5107 1.7911 -0.821 -0.654 -1.304 0.21
C -3.4525 0.1578 2.9733 1.153 0.572 1.589 -0.98
H -3.0177 1.5597 -4.4308 -0.083 -0.716 0.053 0.28
H -4.1142 2.5539 -3.5475 0.158 0.250 -0.138 0.24
H -4.8434 1.3803 -4.5649 0.202 -0.622 0.003 0.42
H -4.1789 -0.9955 -3.8874 -0.119 0.693 -0.498 0.47
H -5.6622 -0.4604 -3.0252 -0.250 0.432 -0.617 0.37
H -3.2343 -1.7546 -1.9461 0.202 0.211 0.689 -0.04
H -4.6023 -2.6885 -2.1657 -0.753 0.226 -0.985 0.55
H -5.8497 -1.2388 -0.6640 -0.423 -0.298 -0.300 0.34
H -3.4310 -2.5297 0.2445 0.282 0.731 0.474 -0.62
H -4.9364 -3.1918 0.3746 -0.858 0.090 -0.025 0.68
H -4.5947 -2.4387 2.4194 0.348 0.904 1.493 0.42
H -5.6498 -1.0679 1.7718 -0.294 -0.115 0.765 0.26
H -4.2805 0.8051 3.2624 -0.528 -0.437 0.454 0.39
H -2.6215 0.8603 2.9096 0.242 -0.114 -0.611 0.13
H -3.1253 -0.6047 3.6801 -0.500 0.402 0.820 0.39
C 6.3259 -0.8491 -2.5971 0.910 0.966 0.040 -0.72
O 5.5652 0.1609 -1.9646 0.001 0.605 -0.140 -0.48
C 4.5131 -0.1595 -1.1075 -0.530 -2.245 -0.586 -0.04
C 3.4738 -1.1821 -1.7429 -0.695 1.629 0.832 -0.87
N 2.5327 -1.7565 -0.7725 -0.249 -0.694 -0.935 0.33
C 3.0679 -2.7066 0.1876 -0.767 0.546 -0.172 0.71
C 3.7349 -3.9198 -0.4227 0.669 1.661 0.282 0.04
O 5.1318 -3.7329 -0.1336 -2.043 0.397 0.332 -0.30
C 5.8096 -4.8776 -0.4151 1.884 -1.090 0.518 -0.65
H 7.2621 -0.3191 -2.7724 0.034 -0.020 -0.667 0.33
H 5.8758 -1.1438 -3.5451 0.036 -0.300 0.075 0.30
H 6.7000 -1.6829 -2.0030 -0.894 -0.337 0.447 0.21
H 4.0083 0.7634 -0.8221 0.025 -0.029 -0.130 0.11
H 4.9193 -0.6429 -0.2190 0.014 0.036 0.358 0.27
H 3.9173 -1.9634 -2.3601 0.299 -0.040 0.391 0.48
H 2.8216 -0.6294 -2.4191 0.198 0.201 -0.306 0.41
H 2.0275 -1.0874 -0.2093 0.155 0.499 -0.499 -0.63
H 2.1765 -3.0296 0.7254 0.211 0.016 0.502 -0.71
H 3.7425 -2.1086 0.8004 0.317 -0.922 0.709 0.37
H 3.5541 -3.8843 -1.4970 0.068 -0.313 -0.268 0.28
H 3.3340 -4.8541 -0.0299 0.308 -0.098 0.182 -0.37
H 5.3327 -5.7786 -0.0293 -0.676 -0.238 -0.657 0.16
H 6.6919 -4.9047 0.2243 0.591 0.402 -0.420 0.30
H 6.0769 -4.8860 -1.4718 0.083 -0.679 -0.110 0.29
C 3.0079 -7.8207 1.0620 0.831 0.861 -0.260 -0.59
O 1.7305 -7.3676 1.4108 -1.129 -1.050 -0.053 -0.43
C 0.9582 -6.8261 0.3110 -0.048 0.491 1.410 0.59
C -0.5573 -6.8243 0.7328 1.067 0.798 1.180 -0.83
N -1.0610 -5.6143 1.4163 -0.286 2.241 -1.280 -0.26
C -0.8404 -4.2684 0.7752 -0.405 -1.543 0.668 0.35
C -1.5682 -4.1401 -0.5392 0.962 0.542 -0.144 0.74
O -0.9004 -4.9589 -1.4947 -0.290 0.916 -0.912 -0.33
C -0.3154 -4.2521 -2.6040 0.344 -1.081 -0.416 -0.72
H 3.7010 -7.0067 1.2744 0.351 0.417 -0.695 0.06
H 3.0242 -8.1337 0.0180 0.303 0.055 -0.100 0.32
H 3.4864 -8.5979 1.6579 -1.110 -0.530 0.385 0.34
H 1.1159 -7.3348 -0.6400 -0.016 -0.515 0.122 0.44
H 1.3812 -5.8297 0.1833 -0.473 0.358 -0.336 -0.58
H -0.6337 -7.5670 1.5269 -0.093 -0.493 -0.466 0.53
H -1.1667 -7.0695 -0.1370 -0.059 0.026 0.163 0.19
H -1.2019 -5.5147 2.4114 0.554 -0.851 -0.242 0.26
H 0.2289 -4.0894 0.6627 0.130 0.097 -0.512 -0.67
H -1.1741 -3.4128 1.3624 -0.294 -0.369 0.787 0.32
H -1.5620 -3.0783 -0.7855 0.615 0.298 -0.595 -0.83
H -2.6442 -4.2883 -0.4476 -0.059 -1.128 -0.037 0.39
H 0.4340 -4.8934 -3.0681 0.393 -0.318 0.629 0.31
H 0.2002 -3.3235 -2.3594 -0.313 0.146 0.339 0.20
H -0.9543 -4.1693 -3.4833 -0.880 0.606 0.359 0.30
```
Forces are in eV/Å.

## Properties
- highest occupied orbital energy (alpha / beta) (eV) = -7.481 / -9.498
- gap between HOMO and LUMO (alpha / beta) (eV) = 4.0 / 6.0
- 2S+1 = 2
- charge = +1
- ⟨S²⟩ = 0.752

The following is a quantum chemistry calculation of a structure of composition C35H44Cl2F40O6Sb, from the Open Molecules 2025 dataset.

Geometry as XYZ:
```
128
Properties=species:S:1:pos:R:3:forces:R:3:mulliken_charge:R:1
C -7.3803 -0.1476 0.5192 -0.036 -0.037 0.027 -0.91
O -7.4556 1.2173 0.8862 -0.032 0.048 0.097 -0.30
C -8.7886 1.7253 0.7569 0.062 0.010 -0.201 0.38
C -8.7925 3.2151 1.0569 -0.061 0.083 -0.176 -0.23
C -10.1227 3.7535 1.5973 0.014 0.193 0.162 -1.03
C -10.6471 3.0523 2.8619 -0.025 0.149 0.061 -0.51
C -12.1782 2.9364 2.9505 -0.084 0.209 0.320 -0.40
C -12.6133 1.7394 3.8001 0.185 0.228 0.067 -1.63
Sb -12.5634 -0.3283 2.9753 -0.112 -0.129 0.415 0.74
C -13.2076 0.3885 0.8860 0.046 -0.266 -0.409 -0.90
Cl -11.8496 1.1808 -0.0221 -0.198 -0.002 -0.054 -0.20
C -13.8309 -0.6584 -0.0331 -0.370 0.423 -0.010 0.10
C -15.0431 -1.3302 0.6002 0.054 0.066 0.075 -1.29
Cl -12.6636 -1.9156 -0.5872 0.075 -0.106 -0.030 -0.22
H -6.6673 -0.6468 1.1788 0.044 0.041 -0.089 0.26
H -8.3513 -0.6403 0.6305 0.048 0.025 0.029 0.37
H -7.0526 -0.2494 -0.5221 -0.027 -0.029 0.035 0.29
H -9.4569 1.1602 1.4136 0.138 0.049 -0.040 -0.37
H -9.1348 1.5504 -0.2712 0.018 -0.010 0.101 0.38
H -8.5519 3.7495 0.1299 0.082 0.050 0.128 0.33
H -7.9929 3.4578 1.7616 -0.035 -0.206 0.115 -0.04
H -10.8874 3.7412 0.8152 0.086 -0.157 0.028 0.40
H -9.9574 4.8095 1.8450 -0.087 -0.014 -0.172 0.37
H -10.3174 3.6360 3.7311 0.087 -0.192 0.008 0.37
H -10.2107 2.0588 2.9879 -0.055 0.047 -0.159 0.31
H -12.6213 2.9254 1.9505 0.060 -0.141 0.034 0.30
H -12.5533 3.8534 3.4325 -0.023 -0.003 -0.191 0.36
H -13.6291 1.8732 4.1908 0.006 -0.086 -0.137 0.50
H -11.9482 1.6949 4.6749 -0.085 -0.113 -0.044 0.39
H -14.3175 -0.4434 3.3359 0.010 0.034 -0.015 -0.12
H -12.6222 -1.9852 2.3895 0.026 0.007 -0.026 -0.16
H -10.8705 -0.1667 2.4908 0.016 0.004 -0.067 -0.23
H -12.1172 -0.9158 4.5902 -0.008 0.043 -0.025 -0.20
H -13.9650 1.1759 0.9617 0.045 -0.056 0.253 0.53
H -14.1452 -0.1656 -0.9593 0.131 -0.125 -0.013 0.39
H -15.6432 -0.5731 1.1124 -0.028 -0.064 -0.093 0.33
H -15.6482 -1.8174 -0.1673 0.046 -0.026 0.060 0.36
H -14.7403 -2.0640 1.3476 0.020 0.059 -0.047 0.30
C -3.4703 3.6052 4.2566 -0.208 0.316 0.334 -1.02
C -2.2825 2.6535 4.0770 -0.087 -0.062 -0.127 1.20
C -1.0968 3.1240 3.2266 -0.006 0.029 0.107 0.04
F -1.4509 3.3639 1.9544 -0.016 -0.019 -0.031 -0.22
F -0.1694 2.1351 3.2308 0.126 -0.039 -0.058 -0.20
F -2.6901 1.4394 3.6663 -0.003 0.013 -0.002 -0.28
F -1.7430 2.5048 5.3332 0.022 -0.012 0.039 -0.33
O -4.5873 3.4234 3.4202 0.211 -0.454 -0.262 -0.37
C -4.7008 4.0402 2.2023 -0.167 0.159 0.154 0.75
C -4.8014 3.0301 1.0508 -0.047 -0.094 0.002 0.83
F -3.7196 2.2144 1.0724 0.028 0.016 0.009 -0.22
F -4.7779 3.7214 -0.1148 -0.043 -0.009 0.009 -0.29
F -3.7068 4.9313 2.0000 0.119 -0.032 -0.039 -0.34
F -5.8549 4.7421 2.2132 0.030 0.081 -0.017 -0.28
H -3.8443 3.3768 5.2543 0.003 0.021 -0.011 0.42
H -3.1295 4.6420 4.2634 0.088 -0.051 -0.079 0.32
H -0.6504 4.0229 3.6589 -0.006 0.012 -0.005 0.24
H -5.7153 2.4320 1.1206 -0.012 0.067 -0.018 -0.21
C 0.7899 -0.3974 4.7230 -0.380 0.437 -0.308 -0.59
C 0.8458 -1.8745 5.1289 0.282 0.048 -0.061 1.06
C 0.2792 -2.2593 6.4988 -0.105 -0.065 -0.083 0.02
F 0.9370 -1.6300 7.4922 0.071 0.041 0.040 -0.23
F 0.4335 -3.5917 6.6709 -0.004 -0.018 0.023 -0.28
F 2.1016 -2.3517 4.9982 -0.022 -0.006 0.123 -0.31
F 0.0590 -2.5393 4.2304 -0.055 -0.014 0.046 -0.33
O 1.9638 0.3749 4.9145 0.363 -0.486 0.207 -0.45
C 2.2386 1.0261 6.0746 -0.146 0.215 -0.142 0.86
C 3.5423 0.5380 6.7281 0.031 0.040 -0.045 0.19
F 3.5092 -0.7881 6.9501 -0.059 -0.039 0.018 -0.22
F 3.6926 1.1662 7.9174 0.020 0.008 -0.002 -0.28
F 1.2151 1.0016 6.9431 -0.016 -0.051 0.042 -0.30
F 2.4653 2.3312 5.7628 -0.054 0.060 0.042 -0.31
H 0.6584 -0.4007 3.6434 -0.017 -0.058 0.017 0.29
H -0.0865 0.1013 5.1397 0.031 -0.114 0.147 0.28
H -0.7845 -2.0154 6.5528 0.001 0.017 0.016 0.32
H 4.3880 0.7784 6.0816 0.005 -0.015 -0.010 0.23
C 3.7492 -1.2117 -0.7703 0.443 0.127 0.216 -0.73
C 3.1237 -1.2193 -2.1699 -0.085 -0.112 0.078 0.86
C 2.1743 -0.0750 -2.5421 0.066 0.021 -0.031 0.04
F 1.1002 -0.0554 -1.7350 -0.026 0.012 0.013 -0.21
F 1.7542 -0.2679 -3.8122 -0.018 0.018 -0.024 -0.28
F 2.5499 -2.4063 -2.4290 -0.003 0.015 0.006 -0.28
F 4.1858 -1.0721 -3.0301 0.023 0.005 -0.045 -0.25
O 3.1325 -2.0019 0.2243 -0.422 -0.189 -0.322 -0.41
C 2.1475 -1.5134 1.0373 0.357 0.080 0.061 0.87
C 0.8260 -2.2755 0.8573 -0.028 -0.088 -0.033 0.21
F 0.4716 -2.2730 -0.4424 -0.007 -0.037 0.028 -0.24
F -0.1385 -1.6499 1.5633 0.013 0.041 0.009 -0.19
F 1.9686 -0.1901 0.8807 -0.058 0.045 -0.027 -0.31
F 2.5553 -1.7123 2.3139 -0.132 0.058 -0.003 -0.29
H 4.7243 -1.6760 -0.9117 0.000 0.023 0.012 0.38
H 3.9188 -0.1899 -0.4281 -0.108 0.016 -0.074 0.34
H 2.6942 0.8851 -2.4837 -0.010 0.009 0.021 0.30
H 0.9310 -3.3045 1.2058 0.004 0.009 0.025 0.22
C 8.7921 -2.0918 -4.7025 0.182 -0.137 0.466 -1.01
C 8.9200 -2.4956 -6.1779 -0.191 0.010 -0.029 0.99
C 9.6782 -1.5577 -7.1242 0.058 -0.079 0.014 0.25
F 9.0881 -0.3468 -7.1769 -0.047 0.054 0.018 -0.25
F 9.6545 -2.0931 -8.3647 0.013 0.010 -0.028 -0.27
F 7.7067 -2.7828 -6.6875 0.011 0.040 -0.001 -0.27
F 9.6526 -3.6530 -6.1801 0.017 -0.019 0.014 -0.30
O 7.5849 -1.4715 -4.2996 -0.234 -0.002 -0.520 -0.36
C 7.4083 -0.1203 -4.3417 0.051 -0.045 0.246 0.90
C 6.2509 0.2910 -5.2654 -0.089 -0.027 0.051 0.38
F 6.4329 -0.1933 -6.5072 0.076 0.011 -0.022 -0.24
F 6.2187 1.6426 -5.3302 -0.015 0.006 -0.004 -0.27
F 8.5401 0.5370 -4.6452 0.046 0.012 -0.074 -0.31
F 7.0414 0.2774 -3.0946 0.058 0.054 0.028 -0.31
H 8.7831 -3.0418 -4.1695 0.028 0.017 0.005 0.41
H 9.6640 -1.5352 -4.3622 0.001 0.066 -0.166 0.49
H 10.7160 -1.4460 -6.8043 0.006 0.015 0.012 0.12
H 5.3083 -0.0786 -4.8613 -0.005 -0.015 -0.027 0.06
C 16.4241 -2.6831 -5.4377 0.326 0.138 0.316 -0.71
C 16.3702 -2.9480 -6.9467 -0.096 -0.078 0.007 0.88
C 15.7675 -1.8620 -7.8458 0.069 0.003 -0.014 0.07
F 14.4809 -1.6235 -7.5201 -0.021 0.023 -0.004 -0.19
F 15.8085 -2.2914 -9.1239 -0.011 0.012 -0.025 -0.26
F 15.7833 -4.1328 -7.1960 0.001 0.007 0.003 -0.27
F 17.6776 -3.0310 -7.3432 0.019 -0.002 -0.005 -0.33
O 15.3825 -3.2250 -4.6481 -0.233 -0.225 -0.388 -0.39
C 14.2299 -2.5438 -4.3996 0.090 0.025 0.201 0.79
C 12.9954 -3.2732 -4.9530 -0.018 -0.054 -0.038 0.20
F 13.1261 -3.5120 -6.2681 -0.002 0.004 0.021 -0.25
F 11.9163 -2.4673 -4.7763 0.006 0.010 0.075 -0.21
F 14.2787 -1.2739 -4.8352 -0.017 0.063 -0.057 -0.28
F 14.0605 -2.5004 -3.0555 0.007 0.067 0.005 -0.30
H 17.3142 -3.2130 -5.1022 -0.012 0.015 0.009 0.39
H 16.5751 -1.6224 -5.2338 -0.073 0.005 -0.102 0.34
H 16.3410 -0.9355 -7.7623 -0.012 0.012 0.009 0.28
H 12.8395 -4.2122 -4.4206 -0.008 -0.001 0.004 0.23
```
Forces are in eV/Å.

## Properties
- highest occupied orbital energy (eV) = -3.946
- gap between HOMO and LUMO (eV) = 5.0
- charge = -1

Number 1: energy -794.031950 Eh, M 203.95 g/mol. Number 2: energy -4366.598273 Eh, M 972.82 g/mol. Number 3: energy -6966.668704 Eh, M 1513.32 g/mol.